{
  "formula": "C67H62F10IN3O3P",
  "method": "ωB97M-V with the def2-TZVPD basis set",
  "elements": ["F", "H", "H", "C", "C", "H", "C", "C", "F", "H", "C", "H", "C", "H", "C", "C", "C", "H", "C", "H", "C", "H", "C", "H", "C", "C", "H", "H", "C", "C", "C", "C", "C", "C", "H", "O", "C", "P", "H", "C", "H", "C", "C", "F", "C", "C", "H", "H", "H", "C", "H", "C", "H", "H", "C", "H", "C", "C", "C", "N", "H", "H", "H", "H", "C", "H", "H", "H", "C", "H", "C", "C", "H", "H", "H", "H", "H", "C", "H", "N", "H", "H", "N", "C", "C", "C", "H", "C", "C", "I", "C", "H", "H", "C", "C", "C", "H", "H", "H", "C", "C", "H", "C", "C", "H", "H", "H", "C", "F", "F", "C", "C", "H", "C", "O", "H", "H", "C", "H", "F", "H", "F", "H", "H", "C", "H", "H", "C", "O", "C", "C", "C", "F", "C", "H", "H", "F", "H", "C", "H", "C", "H", "C", "C", "C", "F", "C"],
  "positions_angstrom": [[-0.94, 2.13, -8.32], [-3.98, 6.03, 8.51], [-2.35, 3.30, -6.52], [0.20, 0.30, -9.24], [-2.10, -3.39, -5.88], [1.14, 1.23, -2.19], [-0.26, -3.46, -7.40], [-2.51, 5.15, 9.80], [0.97, 5.60, -3.28], [8.13, -4.26, 0.97], [-0.31, 3.45, -5.88], [1.63, 3.83, -5.04], [-4.68, -1.32, 2.61], [3.79, 4.45, 5.01], [-0.75, -3.23, -6.13], [0.70, 2.71, -0.69], [-0.25, 6.67, 2.13], [-5.22, -0.39, 2.69], [6.28, -4.49, -1.10], [-0.54, 6.27, 1.17], [-4.49, -3.68, 3.08], [-4.89, -4.57, 3.53], [-0.85, 7.28, 4.39], [1.80, 6.98, 1.59], [-5.19, -2.48, 3.19], [1.25, 0.70, 1.15], [6.11, -5.69, 0.72], [-1.57, 6.09, -3.35], [-2.87, -0.99, -3.51], [1.19, 0.50, -11.42], [-1.10, -3.84, -8.43], [0.91, -0.26, -10.29], [6.85, -5.48, -0.07], [2.70, -3.39, -0.43], [2.71, -2.31, -0.43], [6.93, -2.11, 0.73], [1.51, -4.07, -0.36], [5.64, -2.72, 0.92], [3.93, -1.94, 1.82], [-7.25, -5.63, 5.12], [-3.88, -3.60, -1.61], [-6.29, -5.69, 7.31], [0.58, 4.07, -5.02], [-0.73, -0.01, -3.62], [5.16, 4.61, 3.38], [1.06, 1.45, -1.14], [4.95, -4.45, 2.02], [-2.49, -3.21, -4.89], [6.96, -6.44, -0.59], [-1.55, -0.94, -3.10], [4.50, -6.18, -0.63], [1.06, 7.06, 2.38], [2.31, -7.18, -0.40], [-9.03, -6.75, 4.80], [0.62, 2.97, 0.67], [5.90, -5.00, -1.98], [-0.33, 6.17, 9.76], [5.02, 1.87, 3.19], [-6.25, -5.24, 6.00], [8.16, -5.10, 0.41], [0.70, 6.23, 10.09], [-1.52, -3.48, -0.88], [-4.01, -3.91, -6.71], [-2.44, 7.78, 7.66], [-2.80, -2.56, 1.83], [4.97, 0.79, 3.11], [-3.11, -4.32, -8.97], [0.74, 8.05, 5.60], [-8.30, -6.92, 6.83], [-5.46, -4.58, 5.65], [0.75, 1.82, -11.50], [-1.90, -2.78, -1.62], [-6.13, -2.45, 3.72], [-5.53, -5.38, 8.01], [0.84, 2.17, 2.65], [-3.23, -0.28, -4.25], [-9.09, -7.58, 7.15], [0.89, 1.97, 1.59], [-2.74, -4.64, 2.29], [1.31, -5.37, -0.33], [-7.34, -6.88, 8.74], [-0.06, -2.93, -5.34], [5.19, -3.56, -0.60], [-7.31, -6.53, 7.72], [-3.22, -2.85, -2.03], [3.84, -4.16, -0.52], [0.49, 3.50, -1.40], [-2.96, 6.07, 8.87], [0.46, 7.67, 4.63], [5.07, -2.00, -2.07], [-2.45, -4.01, -8.18], [3.65, 1.98, 4.83], [2.44, 7.86, 3.81], [-1.19, 5.20, 10.25], [-1.18, 6.79, 3.14], [-2.12, 4.74, -4.94], [-3.17, 5.00, -4.92], [0.35, 3.96, 1.02], [0.98, 2.41, -12.37], [5.90, 3.97, 2.41], [5.83, 2.59, 2.32], [-0.33, 3.39, -10.50], [-2.95, -3.78, -6.90], [0.03, 2.37, -10.45], [-0.69, -4.01, -9.42], [-1.61, 7.37, 5.15], [-4.74, -2.01, -3.29], [1.42, 7.56, 3.62], [1.05, -3.29, -7.65], [1.68, -0.78, -0.64], [-0.80, 7.08, 8.84], [-8.27, -6.47, 5.52], [-3.18, 4.39, 10.18], [-1.05, -1.82, -2.16], [4.58, -1.58, 1.20], [8.50, -5.87, 0.97], [1.75, 0.07, -12.24], [1.33, 0.47, -0.21], [-3.05, -0.47, 1.48], [5.23, 5.95, 3.48], [6.52, 4.55, 1.74], [-7.21, -5.19, 3.84], [-0.01, -1.76, -1.87], [-0.84, 4.49, 10.98], [2.41, -6.11, -0.42], [-0.02, -0.28, -8.35], [7.11, -3.85, -1.39], [3.65, -5.52, -0.53], [5.56, -3.71, 2.16], [-3.29, -3.72, 2.39], [4.28, 2.54, 4.16], [4.36, 3.92, 4.26], [-2.45, 6.41, 2.91], [-2.10, 7.05, 8.38], [1.46, -0.10, 1.85], [0.04, 2.71, -6.58], [-1.62, -2.60, 1.16], [1.25, -1.29, -10.23], [-3.70, -1.95, -2.97], [6.41, 2.07, 1.56], [-1.23, 5.35, -4.07], [0.62, -3.45, -0.33], [-0.24, 1.60, -9.34], [0.10, 5.01, -4.12], [-1.66, 3.79, -5.85], [0.04, 8.03, 8.36], [-3.47, -1.36, 1.93]],
  "lowdin_charge": [0.033, 0.106, 0.098, -0.015, -0.072, 0.113, -0.295, -0.097, 0.044, 0.059, -0.078, 0.116, -0.072, 0.120, -0.015, -0.048, -0.034, 0.108, -0.228, 0.109, -0.080, 0.080, -0.012, 0.106, -0.082, -0.022, 0.091, 0.117, -0.025, -0.092, -0.019, -0.080, -0.282, -0.076, 0.047, -0.211, -0.106, 0.352, 0.105, -0.281, 0.109, -0.080, -0.018, 0.054, -0.285, -0.007, 0.104, 0.078, 0.129, -0.285, 0.109, -0.083, 0.127, 0.119, -0.066, 0.125, -0.018, -0.106, -0.023, 0.030, 0.117, 0.083, 0.104, 0.113, -0.288, 0.084, 0.108, 0.100, -0.078, 0.100, -0.078, -0.087, 0.105, 0.106, 0.110, 0.125, 0.107, -0.068, 0.117, 0.121, 0.103, 0.112, -0.495, -0.093, -0.081, -0.334, 0.102, -0.081, -0.072, 1.262, -0.076, 0.103, 0.101, -0.083, -0.287, -0.077, 0.106, 0.090, 0.107, -0.012, -0.082, 0.120, -0.083, -0.013, 0.118, 0.107, 0.112, -0.092, 0.044, -0.022, -0.288, -0.015, 0.101, -0.013, -0.106, 0.087, 0.102, -0.264, 0.119, 0.063, 0.120, 0.048, 0.089, 0.105, -0.090, 0.112, 0.096, -0.018, -0.046, -0.013, -0.088, -0.013, 0.058, -0.025, 0.112, 0.086, 0.021, 0.102, -0.088, 0.104, -0.021, 0.099, -0.278, -0.301, -0.087, 0.052, -0.015],
  "homo_ev": -10.45,
  "relative_energy_kj_mol": 0.0,
  "charge": 1,
  "lumo_energy_ha": -0.2018,
  "e_tot_ha": -4617.76918
}